Record 1
The following is a quantum chemistry calculation of C24H26N4O5 in the gas phase in a non-equilibrium geometry, from OMol25.

Geometry as XYZ:
```
59
Properties=species:S:1:pos:R:3:nbo_charge:R:1
O -2.23 -1.03 0.99 -0.625
C -2.63 -1.60 -0.01 0.644
N -1.93 -2.59 -0.63 -0.593
C -0.54 -2.74 -0.28 -0.331
C 0.25 -1.56 -0.87 0.695
O -0.21 -0.93 -1.80 -0.660
N 1.45 -1.28 -0.32 -0.424
C 1.92 -1.82 0.94 -0.273
C 1.03 -1.48 2.10 0.261
C 0.59 -2.23 3.15 -0.305
C -0.20 -1.38 3.95 -0.312
C -0.19 -0.17 3.32 0.115
O 0.55 -0.22 2.21 -0.403
C 2.18 -0.14 -0.88 -0.162
C 1.83 1.10 -0.01 0.691
O 2.58 1.57 0.82 -0.636
N 0.60 1.55 -0.29 -0.617
C -0.05 2.62 0.44 -0.067
C -0.23 3.86 -0.46 -0.405
C -1.74 4.04 -0.67 -0.408
C -2.33 2.67 -0.34 -0.405
C -1.47 2.20 0.83 -0.424
C 3.65 -0.43 -1.02 -0.081
C 4.61 0.58 -0.96 -0.141
C 5.95 0.24 -1.13 -0.252
C 6.27 -1.08 -1.38 0.030
N 5.37 -2.04 -1.46 -0.416
C 4.10 -1.72 -1.29 0.031
C -3.94 -1.30 -0.61 0.149
C -4.89 -0.39 -0.23 -0.237
C -5.93 -0.48 -1.17 -0.318
C -5.54 -1.44 -2.06 0.117
O -4.34 -1.94 -1.74 -0.395
H -2.20 -2.82 -1.57 0.411
H -0.48 -2.74 0.81 0.257
H -0.16 -3.68 -0.68 0.228
H 2.02 -2.91 0.88 0.223
H 2.91 -1.39 1.12 0.254
H 0.81 -3.27 3.33 0.225
H -0.70 -1.63 4.86 0.228
H -0.65 0.76 3.56 0.205
H 1.77 0.03 -1.88 0.264
H 0.03 1.05 -0.97 0.420
H 0.58 2.82 1.30 0.234
H 0.28 3.69 -1.41 0.210
H 0.22 4.74 -0.01 0.213
H -2.13 4.78 0.02 0.196
H -1.97 4.36 -1.69 0.210
H -2.21 1.99 -1.19 0.195
H -3.39 2.72 -0.10 0.210
H -1.77 2.74 1.73 0.200
H -1.56 1.13 1.02 0.252
H 4.32 1.60 -0.77 0.238
H 6.71 1.00 -1.08 0.220
H 7.30 -1.39 -1.52 0.192
H 3.40 -2.54 -1.38 0.188
H -4.82 0.26 0.62 0.244
H -6.84 0.08 -1.19 0.233
H -6.02 -1.84 -2.93 0.207
```

* SMILES: O=C(NCC(=O)N(Cc1ccco1)[C@@H](C(=O)NC1CCCC1)c1cccnc1)c1ccco1
* E_tot: -41508.3086 eV
* HOMO energy: -8.50 eV
* total charge: 0
* orbital gap: 0.336 hartree
* energy relative to the best compared isomer or geometry (same formula, charge and spin): 283.7 kJ/mol

Record 2
The following is a quantum chemistry calculation of C24H26N4SiTi as an isolated structure in a non-equilibrium geometry, from OMol25.

Geometry as XYZ:
```
56
Properties=species:S:1:pos:R:3:nbo_charge:R:1
C -0.37 -0.44 3.62 -0.292
C -1.46 -0.26 2.71 -0.304
C -1.39 -1.29 1.72 -0.316
H -2.23 0.49 2.81 0.242
C -0.27 -2.13 2.03 -0.323
C 0.36 -1.60 3.21 -0.326
H 1.16 -2.08 3.76 0.239
H -0.19 0.13 4.52 0.239
H -2.13 -1.48 0.95 0.244
H -0.03 -3.06 1.53 0.233
Ti 0.52 -0.04 1.54 1.130
C -0.33 1.64 0.54 -1.124
H -1.44 1.61 0.24 0.197
H 0.27 1.94 -0.35 0.202
H -0.32 2.49 1.29 0.220
Si -0.21 0.05 -1.81 1.315
C -1.00 1.66 -2.34 -0.474
C -2.22 2.15 -1.83 -0.188
H -2.68 1.71 -0.94 0.213
C -2.82 3.29 -2.39 -0.210
H -3.78 3.64 -1.98 0.215
C -2.17 3.96 -3.44 -0.209
H -2.64 4.82 -3.90 0.213
C -0.89 3.55 -3.87 -0.224
H -0.36 4.10 -4.66 0.217
C -0.26 2.46 -3.25 -0.191
H 0.79 2.22 -3.43 0.223
C -1.18 -1.33 -2.59 -0.417
C -2.10 -1.01 -3.61 -0.214
H -2.11 0.02 -4.00 0.225
C -3.07 -1.94 -3.99 -0.212
H -3.81 -1.66 -4.75 0.216
C -3.12 -3.18 -3.34 -0.209
H -3.92 -3.87 -3.59 0.213
C -2.23 -3.50 -2.30 -0.207
H -2.34 -4.43 -1.73 0.213
C -1.25 -2.57 -1.92 -0.226
H -0.63 -2.75 -1.04 0.210
H 0.19 -0.48 -0.41 -0.202
H 1.10 0.19 -2.52 -0.184
N 3.77 0.99 3.60 -0.548
C 3.08 1.90 4.41 -0.111
C 1.82 2.01 3.88 -0.059
N 1.73 1.16 2.77 -0.551
C 2.97 0.63 2.56 0.261
C 3.19 -0.48 1.64 0.236
N 2.17 -1.12 0.99 -0.578
C 2.63 -2.39 0.62 -0.067
C 3.93 -2.51 1.03 -0.103
N 4.26 -1.32 1.68 -0.550
H 4.73 0.68 3.73 0.405
H 3.54 2.35 5.28 0.222
H 0.96 2.59 4.20 0.222
H 1.97 -3.06 0.09 0.220
H 4.60 -3.35 0.96 0.222
H 5.17 -1.10 2.08 0.407
```

* E_tot: -62260.4708 eV
* spin multiplicity: 3
* HOMO energy (spin up / spin down): -4.74 / -7.81 eV
* total charge: 0
* orbital gap (spin up / spin down): 0.191 / 0.302 hartree
* energy relative to the best compared isomer or geometry (same formula, charge and spin): 87.3 kJ/mol